Entry 1:
Molecular formula: C34H40CrINO6P3Si2
Method: DFT, ωB97M-V with the def2-TZVPD basis set

Results
<S²>: 6.106
Kohn-Sham gap (alpha / beta), eV: 6.382 / 5.675
2S+1: 5
ΔE to the lowest compared entry with this formula, charge and spin, kJ/mol: 80.6
HOMO level (alpha / beta), eV: -4.1759 / -3.4677
Lowest unoccupied orbital energy (alpha / beta), Eh: 0.0811 / 0.0811
F_max, eV/Å: 0.369
E, eV: -129835.072
Net charge: -1

```
88
Properties=species:S:1:pos:R:3:forces:R:3:mulliken_charge:R:1
Cr 1.731074 0.482588 0.559693 -0.1 0.0 0.4 0.476
N 4.280085 -0.427068 3.025184 -0.1 0.0 0.1 -0.181
C 3.668697 0.887174 3.510597 0.1 0.0 0.0 0.812
C 4.384415 1.387003 4.753757 0.0 0.0 0.0 -1.880
P 1.885934 0.504747 3.788904 0.0 -0.1 -0.1 0.817
O 1.999635 -0.621739 4.967899 -0.1 0.0 0.1 -0.631
O 1.159696 1.684829 4.298822 0.0 0.0 0.0 -0.857
O 1.533587 -0.286796 2.548561 -0.1 0.4 0.0 -0.438
P 3.901151 2.019261 2.020600 0.1 -0.1 0.0 0.723
O 2.381361 2.507133 1.675590 0.2 0.0 0.0 -0.447
O 4.775768 3.155587 2.358429 -0.1 0.0 0.1 -0.858
O 4.178332 0.993587 0.950914 0.1 0.1 -0.1 -0.871
H 3.662257 -1.219858 3.187951 -0.1 -0.1 0.1 0.322
H 5.188050 -0.598297 3.444420 0.1 0.0 0.0 0.377
H 4.372792 -0.276972 1.978879 0.0 0.1 0.0 0.264
H 4.345197 0.644927 5.555090 0.0 0.0 0.0 0.452
H 3.887636 2.291767 5.100762 0.0 0.0 0.0 0.373
H 5.419899 1.652863 4.532638 0.0 0.0 0.0 0.466
H 1.638521 -0.244880 5.782355 0.1 -0.1 -0.1 0.345
H 2.195984 3.387339 2.023124 -0.1 -0.1 0.0 0.247
C 3.167877 2.762662 -2.022265 0.0 0.0 0.0 -1.490
Si 1.786274 1.480960 -1.715093 0.0 -0.1 -0.2 1.609
C 0.247666 2.352079 -2.447062 0.0 0.0 0.0 -0.877
C 2.171358 0.075982 -2.965440 0.0 0.0 -0.1 0.569
C 2.293486 0.330483 -4.337095 0.0 0.0 0.0 -0.543
C 2.515445 -0.686303 -5.253428 0.0 0.0 0.0 -0.777
C 2.628978 -1.998853 -4.807088 0.0 0.0 0.0 -0.782
C 2.524102 -2.267784 -3.450382 0.0 0.0 0.0 -0.297
C 2.296911 -1.251358 -2.512610 0.0 0.0 0.0 -0.523
Si 2.126920 -1.628927 -0.643722 0.0 -0.1 -0.1 1.359
C 3.860085 -2.308520 -0.164179 0.0 0.0 0.0 -1.396
C 1.038324 -3.206463 -0.554286 0.0 0.0 0.0 -0.742
H 3.393760 2.857017 -3.090393 0.0 0.0 0.0 0.365
H 4.088398 2.481446 -1.505119 0.0 0.0 0.0 0.249
H 2.865979 3.749825 -1.655861 0.0 0.0 0.0 0.310
H 0.360225 2.559239 -3.518075 0.0 0.0 0.0 0.353
H 0.088762 3.309807 -1.938261 0.0 0.0 0.0 0.294
H -0.658809 1.753670 -2.313148 0.0 0.0 0.0 -0.046
H 2.195874 1.350630 -4.701955 0.0 0.0 0.0 0.218
H 2.594810 -0.462103 -6.312064 0.0 0.0 0.0 0.353
H 2.798704 -2.804088 -5.514123 0.0 0.0 0.0 0.373
H 2.614571 -3.298158 -3.111762 0.0 0.0 0.0 0.296
H 4.170615 -3.118781 -0.834677 0.0 0.0 0.0 0.402
H 3.836935 -2.718570 0.854319 0.0 0.0 0.0 0.264
H 4.616800 -1.519698 -0.213329 0.0 0.0 0.0 0.229
H 0.733424 -3.544798 -1.550397 0.0 0.0 0.0 0.330
H 0.130275 -3.044428 0.029973 0.0 0.0 0.0 -0.148
H 1.589115 -4.027522 -0.082297 0.0 0.0 0.0 0.414
I -1.213625 -1.139256 -3.169978 0.0 -0.1 -0.1 0.273
C -2.955450 0.018796 -3.272722 0.0 0.0 0.1 -0.234
C -3.186289 0.604941 -4.486105 -0.1 0.1 -0.1 -0.693
C -4.435087 1.185876 -4.792850 0.1 0.0 0.0 -0.837
C -5.459143 1.076673 -3.904916 0.0 0.0 0.0 -0.815
C -5.250119 0.482916 -2.634973 -0.1 0.0 0.0 0.954
C -6.349038 0.296941 -1.758982 0.0 0.0 -0.1 -0.814
C -6.178691 -0.297146 -0.547181 0.1 0.0 0.1 -1.229
C -4.872172 -0.595193 -0.106645 -0.1 0.0 0.0 -0.849
C -3.766406 -0.365623 -0.882078 0.1 0.0 -0.1 1.155
P -2.085538 -0.272090 -0.097750 0.0 0.0 0.1 0.867
C -2.297344 1.091931 1.123833 0.0 0.0 0.1 -0.423
C -1.235601 1.994762 1.144150 0.0 -0.1 0.1 0.721
C -1.188414 3.032061 2.066639 0.0 0.0 0.0 -0.869
C -2.220612 3.194501 2.972750 0.0 0.0 0.0 -0.563
C -3.294371 2.310955 2.957826 0.0 0.0 0.0 -0.870
C -3.328605 1.267013 2.047599 0.0 0.0 0.0 0.173
C -2.125270 -1.751589 0.975126 -0.1 -0.1 -0.1 0.058
C -2.690742 -2.942947 0.516299 0.0 0.0 0.0 -0.452
C -2.570546 -4.111039 1.253505 0.0 0.0 0.0 -0.696
C -1.872262 -4.109893 2.454366 0.0 0.0 0.0 -0.539
C -1.295985 -2.933479 2.910893 0.0 0.1 0.0 -0.529
C -1.422383 -1.761110 2.178440 0.0 0.0 0.0 -0.321
C -3.954053 0.046175 -2.244956 0.1 0.0 0.0 0.341
H -2.413198 0.577643 -5.242545 0.0 0.0 0.0 0.439
H -4.583204 1.655977 -5.756553 0.0 0.0 0.0 0.379
H -6.451745 1.437720 -4.148839 0.0 0.0 0.0 0.338
H -7.331096 0.614057 -2.091809 0.0 0.0 0.0 0.344
H -7.024059 -0.485438 0.102671 0.0 0.0 0.0 0.398
H -4.734971 -0.988573 0.892497 0.0 0.0 0.0 0.580
H -0.422413 1.851359 0.438256 0.0 0.1 -0.1 -0.132
H -0.336769 3.699169 2.083837 0.0 0.0 0.0 0.360
H -2.185861 3.996755 3.699545 0.0 0.0 0.0 0.373
H -4.102533 2.427600 3.670330 0.0 0.0 0.0 0.404
H -4.164986 0.582633 2.073871 0.0 0.0 0.0 0.281
H -3.219291 -2.958955 -0.429964 0.0 0.0 0.0 0.346
H -3.010461 -5.028192 0.880401 0.0 0.0 0.0 0.379
H -1.768244 -5.025215 3.024426 0.0 0.0 0.0 0.357
H -0.729090 -2.923551 3.833973 0.0 0.0 0.0 0.403
H -0.941259 -0.857771 2.533275 0.0 0.0 0.0 0.067
```
Forces are in eV/Å.


Entry 2:
Molecular formula: C3H5NO2
Method: DFT, ωB97M-V with the def2-TZVPD basis set

Results
Kohn-Sham gap, eV: 10.821
ΔE to the lowest compared entry with this formula, charge and spin, kJ/mol: 180.3
HOMO level, eV: -9.9219
Lowest unoccupied orbital energy, Eh: 0.0330
F_max, eV/Å: 4.631
E, eV: -8775.826
Net charge: 0
SMILES: C=NCC(=O)O

```
11
Properties=species:S:1:pos:R:3:forces:R:3:mulliken_charge:R:1
C -1.598099 0.722836 0.815405 -4.5 1.0 0.4 -0.301
N -0.390545 0.624177 0.797771 3.0 -0.8 1.1 -0.369
C 0.379906 0.610193 -0.409662 -4.4 -0.1 -1.1 -0.315
C 0.685085 -0.832670 -0.487202 2.9 -3.4 -1.0 0.653
O 0.172972 -1.839769 -0.909659 -1.8 1.3 -0.2 -0.567
O 1.948985 -1.016066 -0.016684 0.5 1.5 0.7 -0.468
H -2.145563 0.498123 1.780532 0.5 0.5 -1.1 0.234
H -2.225576 1.109526 -0.048810 0.5 -0.7 0.6 0.212
H 1.259261 1.088738 -0.224457 2.3 1.6 0.0 0.246
H -0.257288 0.982850 -1.282708 1.1 -0.4 0.7 0.356
H 2.170861 -1.947937 -0.014526 -0.3 -0.4 -0.2 0.319
```
Forces are in eV/Å.


Entry 3:
Molecular formula: C3H9O3P
Method: DFT, ωB97M-V with the def2-TZVPD basis set

Results
Kohn-Sham gap, eV: 9.952
ΔE to the lowest compared entry with this formula, charge and spin, kJ/mol: 192.2
HOMO level, eV: -9.4330
Lowest unoccupied orbital energy, Eh: 0.0191
F_max, eV/Å: 2.133
E, eV: -18686.724
Net charge: 0
SMILES: C[C@H](O)[C@@H](O)PO

```
16
Properties=species:S:1:pos:R:3:forces:R:3:mulliken_charge:R:1
C -0.954799 -0.370165 1.790118 -1.2 -0.5 0.4 -1.149
C -0.944070 -0.163710 0.298702 0.8 -1.1 -1.7 0.223
O -0.484866 -1.433314 -0.228109 -0.7 -0.5 -0.1 -0.595
C 0.127349 0.823431 -0.062794 -0.4 0.9 0.6 -0.478
O 1.327147 0.266423 0.433517 0.0 0.3 0.5 -0.493
P 0.409142 1.245071 -1.839510 1.2 -0.6 -0.2 0.024
O 1.184789 -0.232577 -2.112811 -0.2 -0.1 1.0 -0.573
H -2.021950 -0.502836 2.076263 1.0 -0.3 0.5 0.323
H -0.227097 -1.135307 2.128999 -1.1 -0.3 -0.6 0.288
H -0.507103 0.440187 2.298124 -0.2 1.6 0.5 0.383
H -1.871728 0.171767 -0.225633 0.2 -0.6 0.8 0.403
H 0.188333 -1.258342 -0.898818 -0.4 -0.1 -0.7 0.411
H -0.310519 1.716166 0.458509 1.4 0.0 -0.2 0.451
H 1.135815 -0.690650 0.322903 0.8 0.6 0.5 0.450
H 1.691823 1.792680 -1.499272 -0.7 0.6 -0.1 0.028
H 1.257734 -0.668824 -2.940188 -0.3 0.0 -1.3 0.305
```
Forces are in eV/Å.


Entry 4:
Molecular formula: C3H11N4
Method: DFT, ωB97M-V with the def2-TZVPD basis set

Results
<S²>: 2.008
Kohn-Sham gap (alpha / beta), eV: 6.704 / 6.677
2S+1: 3
ΔE to the lowest compared entry with this formula, charge and spin, kJ/mol: 395.7
HOMO level (alpha / beta), eV: -10.1350 / -12.9182
Lowest unoccupied orbital energy (alpha / beta), Eh: -0.1261 / -0.2294
F_max, eV/Å: 7.162
E, eV: -9235.046
Net charge: +1

```
18
Properties=species:S:1:pos:R:3:forces:R:3:mulliken_charge:R:1
C -0.269480 -0.262911 -0.971351 -0.7 0.1 1.6 0.329
C 1.195653 1.461227 -1.836553 -1.7 0.5 1.0 -1.318
C 0.605032 0.855749 -0.566056 -0.2 0.7 2.2 -0.105
N -0.535363 -0.665331 -2.038268 -2.8 -3.6 -3.6 -0.353
N -2.159134 -0.336148 0.978293 -6.1 0.5 3.7 -0.226
N -1.312458 -1.159662 0.562715 2.3 1.5 -6.3 -0.238
N -0.017730 -1.652368 1.800708 0.0 0.0 6.9 -0.557
H 1.566684 2.385124 -1.462066 1.0 0.7 -0.6 0.353
H 1.747389 0.875295 -2.502114 1.9 -1.1 -0.1 0.427
H 0.373859 1.634716 -2.491504 -1.0 0.9 -0.3 0.369
H -0.023110 1.745630 -0.060658 1.3 -2.3 -0.7 0.292
H 1.382476 0.440048 0.148164 -0.9 0.8 -0.6 0.289
H -1.220666 -1.455696 -2.409483 2.1 2.3 1.3 0.372
H -2.977290 -0.873089 1.457969 1.6 1.8 -0.6 0.273
H -2.282951 0.679627 0.897492 0.4 -0.8 -0.6 0.233
H -0.576575 -2.358004 2.302689 0.9 0.0 -0.7 0.308
H 0.389717 -1.052811 2.553022 -0.1 -0.6 -1.0 0.286
H 0.615524 -1.952629 1.153780 2.0 -1.4 -1.6 0.267
```
Forces are in eV/Å.


Entry 5:
Molecular formula: C5H13NOS
Method: DFT, ωB97M-V with the def2-TZVPD basis set

Results
<S²>: 0.756
Kohn-Sham gap (alpha / beta), eV: 9.120 / 3.862
2S+1: 2
ΔE to the lowest compared entry with this formula, charge and spin, kJ/mol: 171.6
HOMO level (alpha / beta), eV: -12.2698 / -12.2489
Lowest unoccupied orbital energy (alpha / beta), Eh: -0.1158 / -0.3082
F_max, eV/Å: 3.199
E, eV: -19758.899
Net charge: +1

```
21
Properties=species:S:1:pos:R:3:forces:R:3:mulliken_charge:R:1
C -0.649604 -0.153187 -1.427749 0.1 0.6 -1.4 -0.791
N -0.322753 1.270317 -1.369690 0.4 -0.4 2.1 -0.002
C 1.000314 1.797581 -1.289714 2.0 0.9 -2.4 -0.187
O 1.238644 2.434762 -2.586207 -0.1 0.1 0.9 -0.438
C -0.827425 -0.647136 0.003117 -1.1 -0.5 0.7 -0.692
C 0.453121 -0.812006 0.825517 0.4 -0.3 -0.6 -0.252
C 0.248560 -1.051372 2.309443 -1.5 -1.6 0.3 -0.854
S -1.253959 -2.217698 2.520023 0.9 0.6 0.0 -0.238
H -1.541516 -0.204249 -2.060119 -0.4 -0.1 0.6 0.368
H 0.067890 -0.760608 -1.985679 0.5 0.5 0.3 0.373
H -1.001759 1.784969 -0.802011 -0.3 0.3 -0.7 0.316
H 1.236452 2.674624 -0.677860 -0.9 -0.7 0.8 0.331
H 1.769615 1.026439 -1.191699 -0.5 -0.2 0.3 0.312
H 0.699123 2.032905 -3.254841 -0.3 -0.5 -0.9 0.304
H -1.621341 -0.134356 0.562198 0.3 0.4 -0.2 0.497
H -1.326824 -1.613661 -0.172424 0.4 0.0 0.2 0.455
H 0.969983 -1.666336 0.367793 0.1 0.1 0.3 0.323
H 1.145662 0.030751 0.734913 -0.2 0.1 -0.1 0.200
H 1.086255 -1.581214 2.753841 0.1 0.2 -0.1 0.411
H 0.006388 -0.179986 2.898121 0.1 0.4 -0.1 0.396
H -1.376832 -2.030538 3.843022 0.0 0.0 -0.1 0.168
```
Forces are in eV/Å.


Entry 6:
Molecular formula: C4H12N2
Method: DFT, ωB97M-V with the def2-TZVPD basis set

Results
Kohn-Sham gap, eV: 10.790
ΔE to the lowest compared entry with this formula, charge and spin, kJ/mol: 146.0
HOMO level, eV: -18.4045
Lowest unoccupied orbital energy, Eh: -0.2798
F_max, eV/Å: 2.690
E, eV: -7304.221
Net charge: +2
SMILES: C=C([NH3+])CC[NH3+]

```
18
Properties=species:S:1:pos:R:3:forces:R:3:mulliken_charge:R:1
C 1.259385 1.647815 0.413582 0.4 0.1 -1.2 -0.853
C 0.455975 1.112845 -0.495589 -0.4 -2.3 0.2 0.207
N 0.372616 1.448246 -1.941287 -1.5 2.2 0.3 -0.278
C -0.457368 -0.087848 -0.178934 0.3 0.0 -0.7 -0.634
C 0.057515 -1.060430 0.863748 0.7 -1.2 1.8 -0.812
N -1.084738 -1.975606 1.337771 -0.4 1.0 -0.4 -0.316
H 1.603904 2.665020 0.449269 0.6 0.2 -0.6 0.378
H 1.778248 0.926733 1.020523 -0.8 0.2 1.4 0.283
H 0.315817 0.621520 -2.543702 1.0 -0.1 0.1 0.382
H -0.482622 1.944347 -2.245214 -0.2 0.1 0.5 0.381
H 1.107008 2.128930 -2.165679 0.3 -0.6 -0.4 0.410
H -1.454233 0.350357 0.009276 0.3 -0.2 0.5 0.449
H -0.617156 -0.738104 -1.041928 0.1 0.2 -0.5 0.507
H 0.534538 -0.688774 1.790833 -0.4 0.3 -0.6 0.506
H 0.765757 -1.787960 0.445784 0.0 0.5 -0.2 0.311
H -0.868403 -2.841469 1.842407 0.6 0.0 -0.4 0.364
H -1.569402 -2.184787 0.462600 -0.6 -0.6 0.4 0.358
H -1.716846 -1.480835 1.976538 -0.2 0.1 -0.3 0.355
```
Forces are in eV/Å.